{"formula": "FH2O3PS", "method": "the ωB97M-V functional and the def2-TZVPD basis", "symbols": ["O", "O", "O", "F", "P", "S", "H", "H"], "positions_angstrom": [[-2.138, -0.701, 0.457], [-0.727, -0.060, -1.453], [0.054, 0.150, 0.844], [-1.676, 1.732, -0.038], [1.407, -0.806, -0.254], [-1.148, 0.138, -0.104], [2.099, 0.490, -0.444], [2.128, -0.943, 0.992]], "lowdin_charge": [-0.23, -0.35, -0.50, -0.19, 0.96, 0.47, -0.06, -0.10], "homo_ev": -11.445, "multiplicity": 1, "homo_lumo_gap_ev": 10.3, "lumo_energy_ha": -0.04084, "relative_energy_kcal_mol": 43.82}

{"formula": "FH2O3PS", "method": "the ωB97M-V functional and the def2-TZVPD basis", "symbols": ["O", "O", "O", "F", "P", "S", "H", "H"], "positions_angstrom": [[1.320, 1.597, -0.361], [3.464, -0.079, -0.881], [1.323, -1.151, -0.280], [2.476, -0.110, 1.483], [-0.388, -0.971, -0.145], [2.272, 0.052, -0.146], [-0.270, 0.129, 0.624], [-0.435, -0.008, -1.170]], "lowdin_charge": [-0.25, -0.25, -0.64, -0.26, 0.91, 0.71, -0.13, -0.09], "homo_ev": [-7.532, -11.507], "multiplicity": 3, "homo_lumo_gap_ev": [7.5, 8.9], "lumo_energy_ha": [0.00025, -0.09409], "relative_energy_kcal_mol": 20.48}

{"formula": "FH3N2", "method": "the ωB97M-V functional and the def2-TZVPD basis", "symbols": ["N", "N", "F", "H", "H", "H"], "positions_angstrom": [[-0.733, -0.152, -0.116], [0.504, 0.626, -0.015], [1.641, -0.346, -0.076], [-1.256, -0.167, -1.017], [-0.682, -1.033, 0.249], [0.526, 1.072, 0.974]], "lowdin_charge": [-0.01, -0.05, -0.18, 0.09, 0.02, 0.13], "smiles": "NNF", "homo_ev": -10.061, "multiplicity": 1, "homo_lumo_gap_ev": 11.3, "lumo_energy_ha": 0.04692, "relative_energy_kcal_mol": 9.94}